No. 1
A molecular structure, C5H4LiNOS. Source: the OMol25 dataset; level of theory: ωB97M-V/def2-TZVPD.

Computed properties:
- charge = 0
- calculated total energy (hartree) = -728.66338
- LUMO energy (eV) = -0.0243
- gap between HOMO and LUMO (eV) = 7.7
- strongest force on any atom (eV Å⁻¹) = 0.57

Geometry as XYZ:
```
13
C5H4LiNOS (ωB97M-V/def2-TZVPD)
Li -0.01802 0.32187 0.25243
O 0.05958 -1.06509 1.25172
N 0.12163 -2.23866 0.64680
C 0.18104 -3.34607 1.41575
C 0.24868 -4.60017 0.87641
C 0.25638 -4.73029 -0.51552
C 0.19486 -3.60033 -1.28947
C 0.12498 -2.31380 -0.71911
S 0.04832 -0.90684 -1.67987
H 0.17011 -3.14944 2.47683
H 0.29505 -5.45966 1.52818
H 0.30992 -5.70691 -0.97781
H 0.19748 -3.64331 -2.36843
```

No. 2
A molecular structure, C4H12Cl4O4Zn. Source: the OMol25 dataset; level of theory: ωB97M-V/def2-TZVPD.

Computed properties:
- charge = -2
- calculated total energy (hartree) = -4080.61275
- LUMO energy (eV) = 2.0375
- gap between HOMO and LUMO (eV) = 4.7
- strongest force on any atom (eV Å⁻¹) = 2.33

Geometry as XYZ:
```
25
C4H12Cl4O4Zn (ωB97M-V/def2-TZVPD)
Zn 20.09358 -7.54839 -14.14193
Cl 23.53092 -8.43679 -14.00251
Cl 18.86148 -10.45510 -15.26578
Cl 19.61075 -7.79770 -10.81620
Cl 16.73126 -5.31877 -14.34582
C 20.83480 -5.36194 -18.00573
C 20.37059 -3.94241 -18.11396
O 19.28320 -3.92200 -19.01864
O 19.99987 -6.23488 -17.32486
H 21.87687 -5.40230 -17.68862
H 20.93261 -5.85931 -18.97069
H 21.14645 -3.35026 -18.59923
H 20.18712 -3.55324 -17.11247
H 18.65042 -4.63460 -18.90291
H 19.37287 -6.48645 -18.00690
C 22.46494 -3.52923 -13.37504
C 22.05276 -2.54673 -12.23709
O 20.90883 -1.82029 -12.61144
O 21.34764 -4.28664 -13.70650
H 23.24482 -4.23847 -13.09777
H 22.93256 -3.00054 -14.20565
H 22.81483 -1.79446 -12.03355
H 21.82062 -3.09570 -11.32448
H 21.15963 -1.22258 -13.31957
H 20.58933 -3.70232 -13.63489
```